# 1
Molecular formula: C30H29BiF5N5O2Se3
Method: DFT, ωB97M-V/def2-TZVPD

Its HOMO energy (alpha / beta) is -7.299 / -6.475 eV. The calculated total energy is -9502.803651 hartree. The value obtained for the energy above the lowest of the compared OMol25 structures with the same formula, charge and spin is 127.9 kcal per mole. The HOMO-LUMO gap (alpha / beta) comes out at 7.35 / 5.74 eV.

Last column: Mulliken charge in e.
Atoms and positions in Å:
Bi  -0.55  -0.11  -0.15  1.972
C  0.95  2.69  -1.67  -1.252
N  0.30  2.53  -0.38  1.079
C  -0.93  3.31  -0.33  -1.442
C  -2.02  2.78  -1.23  0.461
C  -2.85  3.65  -1.90  -0.968
C  -3.92  3.14  -2.62  -0.534
C  -4.11  1.77  -2.64  -1.007
C  -3.21  0.96  -1.98  -0.283
N  -2.18  1.46  -1.29  0.682
C  1.21  2.95  0.70  -0.889
C  0.89  2.34  2.03  0.334
C  0.53  3.12  3.12  -0.775
C  0.30  2.50  4.34  -0.565
C  0.46  1.13  4.44  -0.597
C  0.82  0.43  3.30  -0.170
N  1.04  1.01  2.12  -0.032
C  2.06  1.70  -1.88  0.766
C  2.82  1.78  -3.04  -1.257
C  3.78  0.81  -3.26  -0.371
C  3.95  -0.20  -2.32  -0.685
C  3.15  -0.18  -1.19  -0.474
N  2.22  0.75  -0.96  0.342
H  0.20  2.55  -2.46  0.532
H  1.34  3.71  -1.77  0.390
H  -1.30  3.29  0.70  0.429
H  -0.74  4.37  -0.58  0.426
H  -2.67  4.72  -1.86  0.503
H  -4.60  3.80  -3.15  0.419
H  -4.94  1.32  -3.18  0.459
H  -3.29  -0.12  -2.00  0.358
H  2.21  2.64  0.42  0.462
H  1.19  4.05  0.78  0.385
H  0.41  4.19  3.01  0.410
H  0.01  3.09  5.20  0.393
H  0.28  0.61  5.37  0.442
H  0.92  -0.65  3.32  0.341
H  2.64  2.56  -3.76  0.450
H  4.37  0.82  -4.16  0.431
H  4.67  -0.99  -2.46  0.426
H  3.24  -0.95  -0.43  0.332
O  -5.58  -0.83  2.18  -0.661
C  -4.74  -1.62  1.35  -1.302
C  -3.52  -2.16  2.09  3.011
C  -4.04  -3.06  3.23  -1.546
O  -3.01  -3.66  4.00  -0.557
C  -2.69  -1.04  2.75  -1.790
Se  -2.50  0.64  1.73  -0.476
C  -2.67  -3.05  1.17  -1.806
Se  -2.16  -2.35  -0.62  -0.321
H  -5.13  0.02  2.30  0.396
H  -4.42  -1.05  0.48  0.305
H  -5.34  -2.46  0.99  0.585
H  -4.71  -3.81  2.81  0.470
H  -4.62  -2.45  3.92  0.494
H  -2.63  -4.38  3.49  0.348
H  -1.70  -1.41  3.01  0.444
H  -3.17  -0.73  3.67  0.560
H  -3.21  -3.97  0.94  0.489
H  -1.75  -3.30  1.69  0.437
F  1.48  -5.27  -3.88  -0.369
C  1.28  -3.93  -3.78  0.415
C  1.72  -2.96  -4.78  -0.857
F  2.51  -1.91  -4.51  -0.038
C  0.28  -3.00  -4.57  0.203
F  -0.63  -3.35  -5.49  -0.377
C  -0.15  -2.34  -3.28  0.693
Se  -0.40  -0.45  -3.08  -0.424
C  -0.63  -3.37  -2.35  -0.330
F  -1.35  -4.46  -2.73  -0.345
C  0.82  -3.31  -2.52  0.879
F  1.70  -2.97  -1.54  -0.324
N  1.42  -3.41  1.31  -0.088
C  0.72  -2.49  1.41  -0.268
H  2.00  -4.18  1.05  0.231

=====

# 2
Molecular formula: C30H29Br3IMnN5O
Method: DFT, ωB97M-V/def2-TZVPD

As for the spin multiplicity: 2. Its HOMO energy (alpha / beta) is -6.953 / -6.592 eV. The calculated total energy is -10680.375714 hartree. Its expectation value of S² is 0.795. The value obtained for the energy above the lowest of the compared OMol25 structures with the same formula, charge and spin is 0.0 kcal per mole. The HOMO-LUMO gap (alpha / beta) comes out at 7.08 / 6.67 eV.

Last column: Löwdin spin population.
Atoms and positions in Å:
Mn  -0.12  0.35  0.35  0.982
Br  -2.05  2.16  0.73  -0.005
C  -3.47  0.88  0.71  -0.002
C  -4.75  1.34  0.79  0.002
C  -5.80  0.40  0.82  -0.002
C  -5.52  -0.93  0.78  0.001
C  -4.19  -1.40  0.71  -0.001
C  -3.91  -2.79  0.69  0.010
C  -2.61  -3.21  0.64  0.000
C  -1.55  -2.28  0.58  0.011
C  -1.73  -0.91  0.56  -0.012
C  -3.10  -0.49  0.65  -0.001
H  -4.95  2.40  0.84  0.000
H  -6.82  0.76  0.88  0.000
H  -6.33  -1.66  0.82  0.000
H  -4.73  -3.49  0.73  0.001
H  -2.39  -4.27  0.64  0.000
H  -0.55  -2.69  0.52  0.001
C  -0.89  0.86  3.67  -0.002
C  0.15  -0.19  3.43  -0.004
C  0.67  -0.92  4.53  0.000
C  1.59  -1.89  4.35  -0.003
C  2.04  -2.18  3.04  0.000
C  3.00  -3.17  2.71  0.001
Br  3.81  -4.22  4.07  0.000
C  3.37  -3.37  1.41  0.000
C  2.79  -2.62  0.38  0.000
Br  3.35  -2.93  -1.40  0.000
C  1.82  -1.65  0.61  0.000
O  1.25  -0.94  -0.30  0.006
C  1.47  -1.43  1.99  0.002
N  0.54  -0.44  2.20  -0.005
H  -1.06  1.00  4.73  0.000
H  -1.82  0.57  3.19  0.000
H  -0.58  1.81  3.24  0.000
H  0.31  -0.68  5.52  0.000
H  2.00  -2.45  5.18  0.000
H  4.11  -4.12  1.16  0.000
I  5.73  1.63  0.41  0.000
C  3.80  2.38  0.56  0.000
C  3.56  3.73  0.73  0.002
C  2.24  4.16  0.82  -0.001
C  1.23  3.22  0.74  0.002
N  1.46  1.91  0.58  0.003
C  2.72  1.50  0.49  0.003
H  4.38  4.44  0.79  0.000
H  2.00  5.20  0.96  0.000
H  0.20  3.53  0.80  0.000
H  2.88  0.45  0.34  0.000
C  -0.77  -1.54  -2.59  0.001
N  0.06  -0.55  -3.25  0.003
C  1.14  -1.10  -4.05  0.000
C  0.10  0.73  -2.80  0.003
N  -0.34  1.07  -1.62  -0.001
N  0.61  1.66  -3.68  0.001
C  0.20  1.66  -5.08  0.000
C  1.01  2.95  -3.18  0.000
H  -1.12  -2.24  -3.35  0.000
H  -1.62  -1.06  -2.12  0.000
H  -0.21  -2.08  -1.83  0.000
H  1.69  -1.84  -3.46  0.000
H  1.83  -0.32  -4.35  0.000
H  0.74  -1.59  -4.94  0.000
H  -0.50  2.07  -1.60  0.000
H  -0.28  0.71  -5.32  0.000
H  1.05  1.80  -5.74  0.000
H  -0.52  2.46  -5.26  0.000
H  0.17  3.64  -3.05  0.000
H  1.70  3.41  -3.90  0.000
H  1.53  2.84  -2.23  0.000

=====

# 3
Molecular formula: C30H29F10N7O7RuS3
Method: DFT, ωB97M-V/def2-TZVPD

As for the spin multiplicity: 2. Its HOMO energy (alpha / beta) is -9.634 / -9.767 eV. The calculated total energy is -4358.495763 hartree. Its expectation value of S² is 0.756. The value obtained for the energy above the lowest of the compared OMol25 structures with the same formula, charge and spin is 8.8 kcal per mole. The HOMO-LUMO gap (alpha / beta) comes out at 6.14 / 6.27 eV. The charge is +1.

Last column: Löwdin spin population.
Atoms and positions in Å:
Ru  -0.19  -2.14  2.12  0.880
F  -1.37  3.71  -1.01  0.000
C  -0.78  2.64  -1.58  0.000
C  -0.76  1.47  -0.88  0.000
C  -0.19  0.33  -1.44  0.002
C  -0.22  -0.93  -0.70  0.004
O  -0.86  -1.01  0.36  0.038
C  0.47  -2.02  -1.28  0.001
C  1.00  -1.88  -2.52  0.000
N  1.00  -0.73  -3.24  -0.001
C  1.51  -0.72  -4.59  0.000
C  2.77  0.04  -4.88  0.000
C  2.78  -1.46  -4.88  0.000
C  0.40  0.40  -2.71  0.000
C  0.37  1.61  -3.41  0.000
C  -0.22  2.74  -2.86  0.000
N  -0.20  3.95  -3.62  0.000
C  -0.70  3.90  -4.99  0.000
C  0.20  4.79  -5.85  0.000
N  0.80  5.84  -4.94  0.000
C  -0.24  6.35  -3.99  0.000
C  -0.56  5.22  -2.99  0.000
C  0.60  -3.35  -0.59  0.002
O  0.98  -4.31  -1.24  0.001
O  0.33  -3.42  0.67  -0.002
H  -1.21  1.40  0.11  0.000
H  1.47  -2.75  -2.99  0.000
H  0.74  -0.74  -5.35  0.000
H  3.25  0.54  -4.05  0.000
H  2.85  0.56  -5.83  0.000
H  3.29  -1.95  -4.06  0.000
H  2.85  -1.98  -5.82  0.000
H  0.85  1.68  -4.37  0.000
H  -1.74  4.23  -5.04  0.000
H  -0.68  2.88  -5.37  0.000
H  -0.36  5.32  -6.63  0.000
H  1.02  4.25  -6.30  0.000
H  1.23  6.59  -5.48  0.000
H  1.52  5.38  -4.39  0.000
H  -1.10  6.63  -4.60  0.000
H  0.14  7.24  -3.50  0.000
H  -1.61  5.30  -2.72  0.000
H  0.03  5.35  -2.09  0.000
F  -2.31  -5.91  5.07  0.001
C  -2.83  -6.14  3.85  0.000
F  -2.01  -6.99  3.22  0.000
F  -4.00  -6.77  4.03  0.000
C  -3.01  -4.86  3.08  0.002
C  -4.24  -4.48  2.58  -0.001
C  -4.37  -3.29  1.86  0.003
C  -3.25  -2.52  1.64  -0.003
N  -2.07  -2.90  2.13  -0.004
C  -1.91  -4.03  2.83  0.001
S  -0.25  -4.15  3.27  0.033
H  -5.10  -5.10  2.77  0.000
H  -5.33  -2.99  1.47  0.000
H  -3.27  -1.59  1.10  0.000
F  -3.32  -0.79  4.10  0.000
C  -2.81  -1.05  5.31  0.001
F  -3.45  -0.33  6.21  0.000
F  -2.98  -2.34  5.57  0.000
S  -1.01  -0.66  5.35  0.001
O  -0.41  -1.54  4.37  0.011
O  -0.64  -0.82  6.71  0.001
N  -0.96  0.87  4.93  0.000
S  -0.72  1.31  3.46  0.003
O  0.52  2.02  3.27  0.000
O  -1.02  0.30  2.47  0.020
C  -2.02  2.58  3.22  0.001
F  -3.23  2.04  3.31  0.000
F  -1.91  3.56  4.11  0.001
F  -1.88  3.10  1.99  0.000
C  4.20  1.17  2.58  0.000
C  3.54  -0.15  2.43  0.003
C  4.04  -1.43  2.39  0.000
C  2.93  -2.29  2.29  0.003
N  1.81  -1.56  2.25  -0.003
N  2.20  -0.27  2.33  -0.001
C  2.97  -3.78  2.29  0.001
H  5.28  1.04  2.66  0.000
H  3.85  1.69  3.47  0.000
H  3.99  1.81  1.72  0.000
H  5.08  -1.72  2.45  0.000
H  1.53  0.47  2.46  0.000
H  3.96  -4.12  2.00  0.000
H  2.23  -4.21  1.61  0.001
H  2.77  -4.16  3.29  0.000